# 1
DFT (ωB97M-V/def2-TZVPD) results for C6H14ClI2NO3PZr as an isolated structure in a non-equilibrium geometry.

## Properties
Highest occupied orbital energy in eV: -17.98
Total charge: +3
Kohn-Sham gap in eV: 4.4
Energy relative to the best compared isomer or geometry (same formula, charge and spin) in kJ/mol: 0.0

```
29
Properties=species:S:1:pos:R:3:forces:R:3
I 3.047 -0.300 0.612 -0.104 1.417 1.584
I 2.413 -1.747 -1.350 -1.289 -0.173 -2.677
Zr -1.057 0.221 -0.014 -0.578 -1.324 1.110
P 0.311 1.677 -1.698 1.678 2.108 -2.653
C 1.997 1.790 -2.418 1.002 -0.934 0.510
C -0.458 1.931 -3.366 -0.960 -0.762 -0.053
H -0.746 3.704 -0.883 0.224 0.287 0.103
H 0.548 4.041 -2.068 -0.119 -0.369 0.359
H 0.998 3.612 -0.388 -0.323 0.079 -0.095
C 0.268 3.434 -1.189 -0.439 0.217 0.905
H -1.529 2.136 -3.271 0.106 -0.106 -0.287
H 0.047 2.808 -3.807 -0.316 -0.432 0.308
H 1.872 2.597 -3.155 0.326 -0.342 0.363
H 2.318 0.859 -2.917 -0.206 0.504 0.171
H -0.268 1.047 -3.998 -0.249 0.373 0.189
H 2.746 2.064 -1.657 -0.306 -0.091 -0.351
C 2.925 -3.477 0.846 -0.664 0.506 -1.008
O 3.311 -4.063 1.693 1.046 -1.678 2.290
Cl -2.927 1.454 -0.247 0.609 -0.357 0.068
N -1.810 -1.889 3.860 -0.088 -0.126 -0.046
C -1.822 -3.059 2.859 0.233 0.961 0.378
C -1.081 -2.488 1.683 3.370 -2.136 -0.611
O -0.076 -3.039 1.215 -3.291 2.269 0.684
O -1.533 -1.237 1.391 1.081 0.968 -1.980
H -0.942 -1.339 3.742 -0.406 -0.426 0.480
H -1.829 -2.305 4.786 0.037 0.164 0.600
H -2.590 -1.215 3.798 0.097 -0.532 -0.136
H -1.302 -3.888 3.333 0.069 0.013 -0.254
H -2.832 -3.327 2.611 -0.543 -0.077 0.048
```
Positions in Å, forces in eV/Å.

Just the Löwdin charges please, in e? Sure, here they are: 0.3465, 0.4013, 1.4146, 0.6110, -0.2913, -0.2277, 0.0450, 0.0851, 0.0713, -0.2450, 0.0545, 0.0753, 0.0658, 0.0166, 0.0777, 0.0468, -0.3122, 0.1223, 0.2472, 0.2176, 0.0175, -0.5056, 0.1039, -0.3041, 0.1774, 0.1827, 0.1872, 0.1638, 0.1551

---

# 2
DFT (ωB97M-V/def2-TZVPD) results for one molecule with the formula C2H5ClN2O in a non-equilibrium geometry.

## Properties
Highest occupied orbital energy in eV: -9.50
Total charge: 0
Structure (SMILES): CN(Cl)C(N)=O
Kohn-Sham gap in eV: 10.0
Energy relative to the best compared isomer or geometry (same formula, charge and spin) in kJ/mol: 39.4

```
11
Properties=species:S:1:pos:R:3:forces:R:3
C -1.122 0.752 1.007 -0.761 -2.297 0.248
N 0.072 0.033 0.587 0.559 -0.962 -0.169
Cl 0.291 -1.487 1.480 -0.108 1.164 -0.979
C 0.628 0.194 -0.714 -0.997 -1.849 3.055
N 1.310 -0.864 -1.194 0.491 -0.282 -1.572
O 0.529 1.231 -1.280 -0.353 2.029 -0.962
H -0.836 1.172 1.986 -0.892 0.567 -0.599
H -1.415 1.369 0.152 0.204 0.513 0.732
H -1.967 -0.045 1.142 1.294 1.541 -0.035
H 1.000 -1.829 -1.016 0.321 0.981 -0.259
H 1.510 -0.525 -2.151 0.242 -1.405 0.541
```
Positions in Å, forces in eV/Å.

Just the Löwdin charges please, in e? Sure, here they are: -0.1334, -0.4719, 0.6243, -0.7050, 0.1268, 0.0849, 0.0832, 0.0850, 0.0962, 0.0824, 0.1274

---

# 3
DFT (ωB97M-V/def2-TZVPD) results for a 11-piece molecular cluster, H22O11 overall in a non-equilibrium geometry.

## Properties
Highest occupied orbital energy in eV: -10.14
Total charge: 0
Structure (SMILES): O.O.O.O.O.O.O.O.O.O.O
Kohn-Sham gap in eV: 10.0
Energy relative to the best compared isomer or geometry (same formula, charge and spin) in kJ/mol: 215.5

```
33
Properties=species:S:1:pos:R:3:forces:R:3
O -1.116 -2.427 2.317 -0.880 0.290 -0.245
H -1.489 -1.532 2.467 0.642 -0.286 0.262
H -1.866 -2.916 1.954 0.190 -0.215 0.043
O -2.022 2.807 -0.798 0.102 0.108 0.128
H -2.258 3.352 -1.563 0.147 0.265 0.379
H -2.299 1.973 -1.191 0.078 -0.318 0.405
O 4.396 -3.312 -0.514 -0.609 0.417 0.139
H 4.001 -2.576 -1.000 0.316 -0.122 -0.281
H 3.728 -3.396 0.181 0.279 -0.298 0.154
O -3.164 -0.198 -2.427 0.393 0.056 -0.009
H -4.116 -0.251 -2.444 -0.475 -0.304 0.023
H -2.825 -0.940 -2.941 -0.110 -0.094 0.061
O -0.012 1.860 1.957 0.101 0.363 -1.184
H 0.865 2.019 1.589 0.511 -0.260 0.834
H -0.494 2.001 1.128 -0.825 0.017 0.348
O 0.535 2.081 -3.302 -0.072 -0.229 -0.022
H 0.898 2.841 -3.762 0.002 0.088 -0.064
H -0.233 2.414 -2.827 0.121 0.243 0.318
O 2.125 -1.362 0.632 -0.099 -0.587 -0.280
H 1.390 -0.862 1.000 0.073 0.122 0.083
H 2.690 -0.725 0.192 -0.006 0.199 0.163
O 0.407 -3.827 0.526 0.290 0.844 0.298
H 1.208 -3.326 0.322 0.128 -0.340 -0.399
H 0.031 -3.172 1.152 -0.326 -0.628 -0.083
O -1.138 -0.167 3.617 0.840 0.999 0.577
H -0.315 -0.402 4.068 -0.332 -0.784 0.075
H -0.862 0.739 3.397 -0.618 0.026 -0.600
O 2.810 0.986 2.002 0.481 0.775 -0.107
H 3.249 1.588 1.386 -0.087 -0.155 -0.176
H 3.271 1.218 2.817 -0.194 -0.276 0.252
O -2.579 2.307 -3.237 0.180 -2.416 -1.187
H -3.009 1.410 -3.149 -0.856 1.198 0.490
H -1.806 1.796 -3.549 0.617 1.301 -0.397
```
Positions in Å, forces in eV/Å.

Just the Löwdin charges please, in e? Sure, here they are: -0.0764, 0.0242, 0.0576, -0.0737, 0.0241, 0.0033, -0.0618, 0.0225, 0.0223, -0.0201, 0.0651, 0.0772, -0.0540, 0.0180, 0.0364, -0.0485, 0.0441, -0.0006, -0.0495, 0.0358, 0.0321, -0.0948, -0.0127, -0.0217, -0.0665, 0.0620, 0.0229, -0.0438, 0.0572, 0.0608, -0.1047, 0.0257, 0.0374

---

# 4
DFT (ωB97M-V/def2-TZVPD) results for a 5-piece molecular cluster, C25H45O10PS2 overall in a non-equilibrium geometry.

## Properties
Highest occupied orbital energy in eV: -8.70
Total charge: 0
Structure (SMILES): O=[PH2]C1=CC(=O)c2c(S)ccc(CCCS(=O)(=O)O)c2C1=O.CC(C)O.CC(C)O.CC(C)O.CC(C)O
Kohn-Sham gap in eV: 6.6

```
83
Properties=species:S:1:pos:R:3:forces:R:3
O -2.801 3.363 -2.629 -1.650 -3.640 2.733
P -3.325 2.198 -1.687 2.605 3.358 -1.971
C -1.983 0.801 -1.477 -0.819 -3.937 -1.311
C -2.354 -0.527 -2.037 2.949 2.547 1.770
C -1.273 -1.785 -1.848 -2.430 -3.985 -0.281
O -1.828 -3.019 -1.929 3.715 7.121 0.395
C 0.309 -1.476 -1.543 2.338 0.618 0.450
C 1.503 -2.605 -1.817 0.281 2.692 1.586
S 1.160 -4.341 -2.513 -0.412 1.300 1.150
C 3.117 -2.283 -1.520 -3.401 4.028 1.238
C 3.445 -0.801 -0.897 -3.191 -1.314 -1.123
C 2.264 0.343 -0.593 -1.292 -2.462 -1.463
C 2.791 1.756 0.050 1.068 -0.751 -0.645
C 3.252 1.452 1.594 -0.258 -1.594 0.168
C 2.272 2.078 2.750 1.617 1.666 -0.824
S 0.759 1.003 3.133 -1.266 -6.959 3.830
O 0.693 -0.299 2.273 0.069 5.386 1.629
O 0.868 0.517 4.625 -0.104 2.909 -5.012
O -0.714 1.911 3.061 1.625 -1.698 -0.490
C 0.691 0.033 -0.933 2.501 -2.181 -0.544
C -0.527 1.109 -0.713 -0.707 3.277 2.287
O -0.497 2.209 0.043 0.312 -6.499 -4.419
H -3.630 2.708 -0.349 0.170 -0.841 -0.987
H -4.584 1.637 -2.196 1.210 -0.121 0.660
H -3.353 -0.763 -2.606 2.174 0.442 1.432
H 0.046 -4.909 -1.819 1.343 1.447 -0.537
H 3.966 -3.061 -1.743 -2.043 1.677 0.513
H 4.576 -0.510 -0.662 -2.683 -0.686 -0.552
H 3.786 2.040 -0.545 -2.189 -0.698 1.207
H 2.069 2.667 -0.086 1.079 -2.079 0.409
H 4.395 1.741 1.766 -2.732 -0.198 -0.149
H 3.221 0.267 1.737 0.104 2.575 -0.303
H 2.934 2.156 3.740 -2.135 -0.269 -1.929
H 1.925 3.136 2.371 0.418 -2.092 1.073
H -1.485 1.256 3.005 1.743 0.798 0.009
C 8.317 1.469 -1.947 0.002 0.296 0.186
C 8.140 0.065 -1.390 0.177 0.111 -0.641
C 8.926 -0.955 -2.199 0.146 -0.305 0.132
O 6.757 -0.280 -1.409 -0.426 -0.085 0.061
H 7.951 1.530 -2.979 0.121 -0.114 0.036
H 7.736 2.191 -1.363 0.132 -0.110 -0.018
H 9.369 1.771 -1.932 -0.132 -0.009 -0.037
H 8.470 0.040 -0.346 -0.263 -0.061 -0.094
H 8.581 -0.980 -3.239 0.054 0.153 0.061
H 8.779 -1.962 -1.794 0.062 0.171 0.011
H 9.996 -0.726 -2.190 -0.123 -0.043 -0.041
H 6.456 -0.260 -2.333 0.175 0.004 0.344
C -3.471 -6.197 -5.279 -0.029 -0.339 -0.132
C -4.431 -5.412 -4.399 0.622 0.295 -0.044
C -4.547 -3.967 -4.858 -0.270 0.236 -0.041
O -3.970 -5.444 -3.051 -0.020 -0.092 0.147
H -2.463 -5.768 -5.239 -0.128 0.111 -0.038
H -3.387 -7.231 -4.930 -0.097 0.141 -0.059
H -3.806 -6.204 -6.321 0.084 -0.008 0.077
H -5.419 -5.885 -4.419 0.148 0.030 0.208
H -3.578 -3.459 -4.803 0.000 -0.155 -0.070
H -5.232 -3.411 -4.208 0.026 -0.135 -0.098
H -4.915 -3.907 -5.887 0.050 0.039 0.087
H -3.093 -5.026 -3.024 -0.362 -0.028 0.032
C -4.698 -2.607 1.177 0.321 -0.200 -0.077
C -4.548 -1.203 1.739 -0.660 -0.367 -0.072
C -5.706 -0.846 2.657 0.032 0.223 0.300
O -4.491 -0.268 0.665 0.063 0.405 -0.356
H -5.614 -2.696 0.582 -0.020 0.051 0.155
H -3.863 -2.846 0.509 -0.071 0.020 0.141
H -4.728 -3.352 1.979 -0.023 0.063 -0.120
H -3.604 -1.126 2.290 -0.042 0.133 -0.228
H -6.658 -0.872 2.114 0.096 -0.144 -0.003
H -5.591 0.172 3.044 0.037 -0.156 -0.003
H -5.767 -1.538 3.503 -0.035 0.086 -0.101
H -5.325 -0.329 0.169 0.313 -0.069 0.294
C -0.161 4.826 4.511 0.263 -0.107 -0.018
C -0.685 6.058 5.232 -0.417 -0.369 -0.344
C -1.966 5.752 5.992 -0.092 0.114 0.340
O -0.934 7.091 4.283 -0.003 0.223 -0.135
H -0.889 4.464 3.776 -0.011 0.006 0.185
H 0.754 5.064 3.959 -0.063 0.037 0.129
H 0.055 4.018 5.216 -0.050 0.009 -0.117
H 0.076 6.428 5.928 -0.112 0.152 -0.204
H -2.758 5.422 5.309 0.149 -0.088 -0.008
H -2.338 6.650 6.496 0.125 -0.124 -0.035
H -1.804 4.971 6.742 -0.065 0.060 -0.084
H -1.609 6.771 3.661 0.308 0.101 0.294
```
Positions in Å, forces in eV/Å.

Just the Löwdin charges please, in e? Sure, here they are: -0.5232, 0.7503, -0.1994, 0.0119, -0.1897, -0.0940, -0.0124, -0.4207, 0.6403, -0.0350, 0.0190, -0.0684, -0.1647, -0.2150, -0.2081, 0.8150, -0.3738, -0.4014, -0.2450, 0.0204, -0.1822, -0.0537, 0.0209, 0.0207, 0.1265, -0.0963, 0.0996, 0.0903, 0.1245, 0.1189, 0.1358, 0.1226, 0.1371, 0.1182, 0.1132, -0.0647, -0.4988, -0.0642, -0.0884, 0.0830, 0.0789, 0.0825, 0.1412, 0.0827, 0.0814, 0.0824, 0.0946, -0.0670, -0.5025, -0.0679, -0.0636, 0.0805, 0.0799, 0.0790, 0.1382, 0.0771, 0.0773, 0.0786, 0.0677, -0.0537, -0.5007, -0.0649, -0.0900, 0.0849, 0.0745, 0.0846, 0.1378, 0.0819, 0.0786, 0.0829, 0.0911, -0.0747, -0.5022, -0.0669, -0.0597, 0.0719, 0.0760, 0.0842, 0.1394, 0.0808, 0.0799, 0.0809, 0.0931